The following is a DFT calculation (ωB97M-V with the def2-TZVPD basis set) of a 3-piece molecular cluster, C17H33N6O2S2 overall at a distorted geometry.

Last column: Mulliken charge in e.
Element x y z (Å)
C  1.75457  0.06161  2.25178  -0.657
O  1.94322  -0.54033  0.97964  -0.426
C  2.14527  0.37271  -0.09050  -0.296
C  1.19147  -0.03643  -1.24789  -0.954
C  0.37255  1.12474  -1.84594  -0.765
C  -0.39538  1.92545  -0.75252  0.054
N  -1.79141  2.13569  -1.15671  0.221
C  -2.72355  2.42538  -0.32756  -0.429
N  -4.06020  2.60264  -0.87425  -0.020
N  -4.04599  3.70943  -1.81581  -0.462
C  -3.77451  4.77373  -1.29689  0.563
S  -3.76249  6.24106  -0.79501  -0.239
N  -2.59586  2.55087  1.04741  0.196
S  -1.66180  3.88843  1.65085  -0.092
C  -2.36401  1.29641  1.75291  -0.921
O  -3.06096  0.26879  1.10151  -0.393
C  -2.81437  -0.95235  1.80826  -0.700
H  0.73555  -0.09360  2.63283  0.190
H  2.40394  -0.46818  2.96013  0.295
H  2.05041  1.11453  2.29431  0.325
H  3.18613  0.26336  -0.41988  0.225
H  1.99612  1.42747  0.17464  0.369
H  0.54020  -0.86219  -0.95128  0.393
H  1.81583  -0.43041  -2.05700  0.352
H  -0.36972  0.65520  -2.50859  0.443
H  1.00961  1.75979  -2.46472  0.335
H  0.07684  2.91130  -0.72576  0.337
H  -0.27543  1.38014  0.17915  -0.055
H  -2.02422  2.08124  -2.14642  0.461
H  -4.23033  1.74009  -1.39206  0.395
H  -1.16491  4.51998  0.55053  0.134
H  -2.79087  1.39054  2.76284  0.667
H  -1.30446  1.01703  1.88951  0.528
H  -3.65758  -1.63259  1.71039  0.127
H  -2.68834  -0.77958  2.88563  0.401
H  -1.88121  -1.40510  1.45518  0.313
C  6.16663  0.64724  -3.55409  -1.132
C  6.77436  1.82941  -2.80716  -0.450
C  5.85862  2.37266  -1.70498  -0.308
C  4.58572  2.84440  -2.27639  0.280
N  3.59810  3.20932  -2.72046  -0.498
H  5.24824  0.92991  -4.07198  0.340
H  6.86173  0.27498  -4.30616  0.339
H  5.93697  -0.17334  -2.87030  0.292
H  7.00164  2.62452  -3.51974  0.299
H  7.72006  1.52177  -2.35812  0.319
H  6.33803  3.20536  -1.18980  0.322
H  5.64585  1.59693  -0.96730  0.225
C  -4.55162  -5.04234  1.84301  -0.714
C  -3.50538  -6.09298  1.48884  -0.438
C  -2.46757  -6.29881  2.59700  -0.435
C  -1.73388  -5.04906  2.86002  0.270
N  -1.16165  -4.08030  3.06413  -0.414
H  -4.09808  -4.05973  1.98521  -0.032
H  -5.28488  -4.95006  1.04132  0.339
H  -5.08333  -5.30965  2.75815  0.308
H  -3.00188  -5.80019  0.56501  0.292
H  -4.00506  -7.04315  1.29387  0.310
H  -1.75108  -7.06710  2.30613  0.285
H  -2.95160  -6.62124  3.51985  0.282

Atomic forces in eV per Å
0.5 -0.7 0.7
-0.2 1.0 0.2
-0.3 -0.9 -0.6
0.7 0.5 -0.5
-0.5 -0.7 0.1
1.4 -0.1 -1.6
0.5 -0.1 1.1
-1.6 -0.1 -0.4
0.8 -0.5 0.1
0.5 -1.7 0.2
-1.0 2.2 -0.1
0.5 -0.3 0.0
0.4 -0.1 -1.2
0.2 0.7 0.7
-0.2 -0.9 1.2
0.1 0.4 -0.1
0.4 -0.3 0.3
0.0 0.2 -0.3
-0.1 0.1 -0.1
-0.2 0.0 -0.2
-0.1 0.2 0.0
0.0 -0.2 0.3
0.1 0.2 0.3
-0.2 0.0 0.0
0.2 0.2 -0.1
-0.1 0.1 0.2
-0.2 -0.1 0.5
-0.6 0.3 0.2
0.1 0.1 0.0
-0.5 0.3 -0.2
-0.3 -0.7 0.0
0.2 0.4 -0.1
0.0 0.3 -0.3
0.0 0.1 -0.4
-0.1 0.2 -0.2
-0.2 -0.1 0.0
0.0 0.0 0.0
0.0 -0.2 -0.2
0.0 0.1 -0.3
0.8 -0.3 0.6
-0.7 0.1 -0.2
0.0 0.0 0.0
0.0 0.0 0.0
0.0 0.0 0.0
0.0 0.1 0.1
0.0 0.1 0.1
-0.1 0.0 0.0
-0.1 0.0 0.0
0.0 0.0 -0.1
-0.2 0.1 -0.1
0.0 0.2 -0.2
-0.3 -0.8 0.0
0.2 0.6 0.0
0.0 0.0 0.1
0.0 0.0 0.0
0.0 0.0 0.0
0.1 -0.1 0.0
0.1 0.0 0.0
0.1 0.0 0.1
0.0 0.0 0.0

Results
E: -1942.52043 Eh
max |F|: 2.4 eV/A
net charge: +1